{
  "formula": "C20H61F3N17O13S",
  "method": "ωB97M-V/def2-TZVPD",
  "species": ["C", "F", "F", "F", "S", "O", "O", "O", "C", "O", "N", "N", "H", "H", "H", "H", "C", "O", "N", "N", "H", "H", "H", "H", "C", "O", "N", "N", "H", "H", "H", "H", "C", "O", "N", "N", "H", "H", "H", "H", "C", "O", "N", "N", "H", "H", "H", "H", "C", "O", "N", "N", "H", "H", "H", "H", "C", "O", "N", "N", "H", "H", "H", "H", "C", "C", "C", "O", "C", "N", "H", "H", "H", "H", "H", "H", "H", "H", "H", "H", "H", "C", "C", "C", "O", "C", "N", "H", "H", "H", "H", "H", "H", "H", "H", "H", "H", "H", "C", "C", "C", "O", "C", "N", "H", "H", "H", "H", "H", "H", "H", "H", "H", "H", "H"],
  "xyz": [[-0.41283, -0.44106, 0.57099], [0.55013, -0.34056, -0.32894], [-0.50025, 0.67358, 1.27737], [-1.63431, -0.68181, 0.10338], [0.12725, -1.83775, 1.73552], [1.38866, -1.35036, 2.26732], [-0.89036, -1.97545, 2.78566], [0.16211, -3.02623, 0.91312], [-4.24555, -1.83459, 3.32628], [-5.45910, -1.96578, 3.57548], [-3.25287, -2.25727, 4.15411], [-3.88484, -1.06616, 2.28768], [-2.28782, -2.13174, 3.84449], [-3.57912, -2.90387, 4.84855], [-2.88777, -0.94570, 2.20530], [-4.53578, -0.47691, 1.80346], [4.31392, -3.63928, 1.90970], [5.12216, -4.55169, 2.00879], [3.07942, -3.77491, 1.34867], [4.51628, -2.35482, 2.35796], [2.52283, -2.93598, 1.34358], [2.92640, -4.53881, 0.71564], [5.32999, -2.18371, 2.92615], [3.84476, -1.61425, 2.35856], [-2.91140, -4.86621, -0.59140], [-4.04608, -4.86222, -1.06362], [-2.35189, -3.76018, -0.03031], [-2.05599, -5.91790, -0.69449], [-2.77325, -2.85442, -0.09243], [-1.45523, -3.77977, 0.45419], [-1.45644, -6.09377, 0.09860], [-2.30076, -6.76988, -1.16461], [2.73236, 2.07965, 2.32881], [3.42941, 3.10288, 2.25900], [1.42517, 2.18628, 2.63362], [3.16280, 0.79366, 2.25667], [0.84028, 1.40785, 2.86929], [1.10767, 3.12178, 2.82124], [2.43436, 0.08149, 2.31858], [4.15589, 0.67888, 2.34180], [1.39096, -3.67083, 5.65663], [2.43564, -4.07220, 6.15809], [0.31363, -3.14709, 6.31760], [1.23290, -3.57259, 4.31056], [-0.31971, -2.54233, 5.83279], [0.26249, -3.25791, 7.31341], [1.97997, -3.86298, 3.70248], [0.38868, -3.25475, 3.86585], [-2.26828, 4.47743, 1.71282], [-3.04788, 5.11882, 2.44176], [-2.28650, 4.43181, 0.35678], [-1.41735, 3.61264, 2.29567], [-2.97470, 4.87812, -0.21402], [-1.38477, 4.05938, 0.05539], [-0.84638, 3.00935, 1.72826], [-1.52239, 3.49455, 3.28610], [0.85639, 3.53853, -1.52387], [-0.19953, 3.21501, -0.97591], [1.64127, 2.62384, -2.17600], [1.38921, 4.78099, -1.48902], [2.56659, 2.89452, -2.43008], [1.31110, 1.67766, -2.14335], [2.29155, 4.87694, -1.90818], [0.90720, 5.46200, -0.93116], [-0.20086, -0.34791, -6.31451], [-0.15475, 0.31797, -4.93851], [-0.14569, -0.68418, -3.74633], [-1.17691, -1.61858, -4.02286], [-1.39033, -2.63102, -3.06546], [1.06260, 1.11592, -4.86843], [-1.16842, -0.79099, -6.57164], [0.55255, -1.08720, -6.58308], [-0.19919, 0.43038, -7.08745], [-1.06823, 0.92067, -4.91189], [-0.45830, -0.16594, -2.83195], [0.81693, -1.18222, -3.59911], [-2.03589, -2.25565, -2.26435], [-0.48567, -3.01800, -2.58596], [-1.92994, -3.40354, -3.61139], [1.26879, 1.34605, -3.90123], [0.89592, 1.99328, -5.34756], [5.97517, 1.70679, -0.24605], [5.82766, 0.98711, -1.57063], [4.45289, 1.01502, -2.23612], [3.33769, 0.44339, -1.53652], [3.64744, -0.91913, -1.24966], [6.91063, 1.35405, -2.47950], [7.01722, 1.60709, 0.06917], [5.20515, 1.51671, 0.49352], [5.99946, 2.79153, -0.43319], [6.01770, -0.01417, -1.14725], [4.43373, 0.74802, -3.30146], [4.14315, 2.04648, -2.44013], [2.71304, -1.46942, -1.36828], [4.07415, -1.04779, -0.25251], [4.38408, -1.43646, -1.87283], [7.77641, 1.16913, -1.98231], [6.89260, 0.63193, -3.19774], [-5.69493, 1.96231, -2.08924], [-4.65491, 2.28022, -1.01581], [-4.68490, 1.55465, 0.29898], [-5.90959, 1.84010, 0.99671], [-6.17228, 3.19730, 1.28159], [-3.32139, 2.08156, -1.64225], [-5.66195, 2.84293, -2.73546], [-6.73682, 1.98591, -1.77097], [-5.33279, 1.08547, -2.62189], [-4.79396, 3.34258, -0.80237], [-3.89507, 1.74118, 1.04025], [-4.56522, 0.46854, 0.26420], [-6.77543, 3.70383, 0.52805], [-5.25855, 3.71592, 1.59610], [-6.72080, 3.26833, 2.22586], [-2.61524, 2.60575, -1.14808], [-3.14724, 1.09022, -1.72880]],
  "energy_ha": -3405.7065,
  "multiplicity": 1,
  "e_homo_ev": -7.159,
  "de_lowest_kcal_mol": 28.51,
  "total_charge": -1,
  "e_lumo_ev": 1.867,
  "orbital_gap_ha": 0.3317
}

{
  "formula": "C81H170N9NaO29",
  "method": "ωB97M-V/def2-TZVPD",
  "species": ["Na", "C", "C", "C", "C", "C", "C", "N", "O", "C", "C", "C", "H", "H", "H", "H", "H", "H", "H", "H", "H", "H", "H", "H", "H", "H", "H", "H", "H", "H", "C", "C", "O", "C", "O", "O", "H", "H", "H", "H", "C", "C", "O", "C", "O", "O", "H", "H", "H", "H", "C", "C", "O", "C", "O", "O", "H", "H", "H", "H", "C", "C", "O", "C", "O", "O", "H", "H", "H", "H", "C", "C", "O", "C", "O", "O", "H", "H", "H", "H", "C", "C", "C", "C", "C", "C", "N", "O", "C", "C", "C", "H", "H", "H", "H", "H", "H", "H", "H", "H", "H", "H", "H", "H", "H", "H", "H", "H", "H", "H", "C", "C", "C", "C", "C", "C", "N", "O", "C", "C", "C", "H", "H", "H", "H", "H", "H", "H", "H", "H", "H", "H", "H", "H", "H", "H", "H", "H", "H", "H", "C", "C", "C", "C", "C", "C", "N", "O", "C", "C", "C", "H", "H", "H", "H", "H", "H", "H", "H", "H", "H", "H", "H", "H", "H", "H", "H", "H", "H", "H", "C", "O", "C", "C", "N", "C", "C", "O", "C", "H", "H", "H", "H", "H", "H", "H", "H", "H", "H", "H", "H", "H", "H", "H", "C", "O", "C", "C", "N", "C", "C", "O", "C", "H", "H", "H", "H", "H", "H", "H", "H", "H", "H", "H", "H", "H", "H", "H", "C", "O", "C", "C", "N", "C", "C", "O", "C", "H", "H", "H", "H", "H", "H", "H", "H", "H", "H", "H", "H", "H", "H", "H", "C", "O", "C", "C", "N", "C", "C", "O", "C", "H", "H", "H", "H", "H", "H", "H", "H", "H", "H", "H", "H", "H", "H", "H", "C", "O", "C", "C", "N", "C", "C", "O", "C", "H", "H", "H", "H", "H", "H", "H", "H", "H", "H", "H", "H", "H", "H", "H"],
  "xyz": [[8.43262, 12.73703, -5.94354], [11.93089, 13.39367, -8.89069], [10.60485, 13.96452, -8.38555], [10.31575, 15.34800, -9.11715], [9.78057, 15.17220, -10.46697], [8.57016, 14.35356, -10.36492], [8.62404, 12.96646, -9.71586], [9.48481, 13.00538, -8.55159], [9.65535, 11.78264, -7.81170], [9.16265, 11.90250, -10.78159], [7.10612, 12.66264, -9.20375], [10.78456, 14.44168, -6.87845], [12.72990, 14.08745, -8.62929], [12.02154, 13.29463, -9.97239], [12.15513, 12.42983, -8.43368], [11.25115, 15.88116, -9.28711], [9.69516, 15.99571, -8.49793], [10.53501, 14.61930, -11.02663], [9.58774, 16.13364, -10.94292], [8.44573, 14.20023, -11.43688], [7.77975, 15.01051, -10.00193], [8.66226, 11.98622, -11.74631], [9.07262, 10.89090, -10.38579], [10.18855, 12.07661, -11.10614], [6.77894, 13.33136, -8.40759], [6.98617, 11.63149, -8.87143], [6.37467, 12.89571, -9.97754], [10.49629, 13.69253, -6.14103], [10.19860, 15.32612, -6.62839], [11.85378, 14.64169, -6.80866], [13.60974, 17.60741, -10.44258], [14.13410, 17.01859, -11.73424], [15.13449, 16.13202, -11.27044], [14.85419, 15.79804, -9.97790], [15.36754, 14.94710, -9.28297], [13.86952, 16.51406, -9.58529], [12.56806, 17.87993, -10.61208], [14.10567, 18.53770, -10.16561], [14.49141, 17.78249, -12.42481], [13.26937, 16.52392, -12.17656], [6.31408, 10.38178, -12.57989], [5.79693, 11.45357, -13.47550], [4.36170, 11.27579, -13.34415], [4.07634, 10.42493, -12.34133], [2.97601, 10.22940, -11.88799], [5.20600, 9.78742, -12.00402], [7.07574, 10.78220, -11.91082], [6.84236, 9.67205, -13.21652], [6.03902, 11.21755, -14.51174], [6.15601, 12.45239, -13.22750], [11.32023, 9.31849, -14.44921], [10.84239, 7.90703, -14.76472], [9.56602, 7.88159, -14.16796], [9.43595, 8.84723, -13.29699], [8.69823, 8.84026, -12.30959], [10.44884, 9.75469, -13.48443], [11.46264, 9.98541, -15.29953], [12.34878, 9.31095, -14.08846], [11.42147, 7.03640, -14.45684], [10.78969, 7.91119, -15.85344], [16.12126, 11.59632, -6.75328], [14.68788, 12.27837, -6.72143], [13.96625, 11.35967, -5.98161], [14.69923, 10.33364, -5.60996], [14.34060, 9.42455, -4.87261], [15.93688, 10.35328, -6.15702], [16.84319, 12.18004, -6.18215], [16.37617, 11.44014, -7.80148], [14.27253, 12.45180, -7.71416], [14.72071, 13.26138, -6.25163], [8.13329, 8.63953, -8.51334], [8.26153, 7.27832, -9.09392], [7.61769, 6.45495, -8.13522], [7.37467, 7.17882, -7.01595], [7.05633, 6.68839, -5.95967], [7.74743, 8.42611, -7.20888], [7.49065, 9.30941, -9.08464], [9.12742, 9.08624, -8.49771], [9.28979, 6.99501, -9.31867], [7.77776, 7.33000, -10.06931], [6.02525, 19.78527, -14.57314], [4.68607, 18.99240, -14.28335], [4.26997, 18.15019, -15.64361], [5.05847, 16.89326, -15.83222], [5.07035, 16.00142, -14.55843], [5.47885, 16.73585, -13.23335], [4.80504, 18.04894, -13.16231], [5.12121, 18.62593, -11.94478], [5.08718, 15.80432, -11.98554], [7.00898, 16.86311, -13.32464], [3.48200, 19.91659, -13.99303], [6.89344, 19.30701, -15.02659], [6.45727, 20.20631, -13.66529], [5.92534, 20.65870, -15.21753], [3.20134, 17.94115, -15.69306], [4.46707, 18.76915, -16.51890], [6.02968, 17.12287, -16.27057], [4.47822, 16.39586, -16.60940], [5.72081, 15.14036, -14.71196], [4.05272, 15.64555, -14.39753], [5.82607, 15.93636, -11.19516], [4.07380, 15.94887, -11.61098], [5.20491, 14.74509, -12.21414], [7.39326, 15.84310, -13.32478], [7.31060, 17.36858, -14.24203], [7.34424, 17.42385, -12.45214], [3.66635, 20.87593, -14.47653], [3.29930, 20.13402, -12.94069], [2.53001, 19.54720, -14.37433], [4.30360, 19.05717, -11.68567], [15.40853, 6.72047, -7.77784], [14.89368, 7.14705, -9.12210], [13.53422, 6.35237, -9.24434], [12.79066, 6.83709, -10.49454], [12.59059, 8.34433, -10.50935], [13.88097, 9.14098, -10.38422], [14.69629, 8.60888, -9.24128], [15.82822, 9.38776, -9.05268], [14.58102, 9.11590, -11.78725], [13.42961, 10.60010, -10.07186], [15.81633, 6.59806, -10.20006], [16.37051, 7.16026, -7.51468], [15.56746, 5.64218, -7.76705], [14.74424, 7.03686, -6.97364], [13.65135, 5.27166, -9.32473], [12.99494, 6.57949, -8.32473], [11.88716, 6.25529, -10.67697], [13.26817, 6.59824, -11.44483], [11.91839, 8.49394, -9.66445], [11.98378, 8.55740, -11.38939], [15.61576, 9.44762, -11.70121], [14.55401, 8.19000, -12.36177], [14.37597, 9.88967, -12.52706], [12.90084, 10.60747, -9.11873], [14.22952, 11.33540, -9.98483], [12.71405, 10.88227, -10.84416], [16.81493, 6.99112, -10.00928], [15.66516, 6.79782, -11.26088], [15.96423, 5.53533, -10.00815], [15.72187, 9.59445, -8.12125], [15.70026, 17.79888, -4.19017], [14.75955, 16.82909, -4.88197], [14.04941, 15.87052, -3.83207], [12.85407, 16.49606, -3.15940], [11.89261, 16.98809, -4.26804], [12.46161, 18.04384, -5.21834], [13.72991, 17.50813, -5.77458], [14.20438, 18.35553, -6.75770], [11.33660, 18.12354, -6.34303], [12.59534, 19.39606, -4.55423], [15.64421, 15.94470, -5.74023], [15.10925, 18.32272, -3.43888], [16.15721, 18.55802, -4.82500], [16.48601, 17.24259, -3.67905], [13.82378, 14.91500, -4.30555], [14.75771, 15.61543, -3.04382], [13.10411, 17.21523, -2.37941], [12.34015, 15.71679, -2.59661], [10.94858, 17.38648, -3.89627], [11.59025, 16.17728, -4.93080], [11.61845, 18.98279, -6.95158], [11.39433, 17.24125, -6.98048], [10.34069, 18.39954, -5.99649], [13.09982, 20.12219, -5.19169], [11.67409, 19.88136, -4.23192], [13.18582, 19.31261, -3.64183], [15.11871, 15.36425, -6.49854], [16.21759, 15.27803, -5.09612], [16.40159, 16.55251, -6.23525], [14.22011, 17.70865, -7.46687], [7.89189, 16.39390, -5.33905], [8.08188, 15.14350, -4.68255], [8.50019, 15.29051, -3.32011], [8.62775, 13.82621, -2.86365], [9.43904, 12.85099, -3.66301], [10.94597, 12.98854, -3.55662], [11.50368, 12.77335, -2.16761], [11.55732, 11.35778, -1.92418], [11.23779, 10.97156, -0.53887], [7.17155, 17.07984, -4.89327], [7.68287, 16.30848, -6.40540], [8.87725, 16.85803, -5.29723], [7.84128, 15.86490, -2.66896], [9.49800, 15.70750, -3.18378], [7.63778, 13.38886, -2.73404], [8.91692, 13.94902, -1.81991], [9.30887, 11.92421, -3.28325], [11.21365, 14.01842, -3.79279], [11.37296, 12.34465, -4.32551], [10.87798, 13.36760, -1.50169], [12.48335, 13.24268, -2.07781], [10.18876, 10.86043, -0.26449], [11.77246, 11.55831, 0.20809], [11.65679, 9.98570, -0.33737], [8.72811, 19.42767, -10.68947], [8.33650, 20.53679, -9.96725], [6.91868, 20.94986, -10.07984], [6.86790, 22.18396, -9.10572], [7.75988, 23.33093, -9.46805], [7.70369, 24.29679, -8.30421], [8.60975, 25.49863, -8.67174], [9.96332, 25.23882, -9.01743], [10.68883, 26.36325, -9.38324], [8.00680, 18.63346, -10.49698], [9.72581, 19.15144, -10.34829], [8.81167, 19.63130, -11.75701], [6.26937, 20.13555, -9.75832], [6.77426, 21.19795, -11.13136], [7.00857, 21.80875, -8.09205], [5.85326, 22.57718, -9.16897], [8.74054, 23.08932, -9.46398], [8.00282, 23.87792, -7.34339], [6.69716, 24.70156, -8.19860], [8.55043, 26.21402, -7.85151], [8.16277, 25.79683, -9.62009], [10.35097, 26.76777, -10.33735], [11.75062, 26.29181, -9.61901], [10.46663, 27.17895, -8.69522], [12.73922, 13.02294, -13.13252], [13.20073, 13.60695, -14.35024], [14.07732, 12.76707, -15.10814], [15.56015, 12.71566, -14.62029], [15.89376, 11.58753, -13.79083], [17.33089, 11.32037, -13.58226], [17.96132, 12.59092, -12.98802], [17.24241, 12.94021, -11.81473], [17.70678, 13.93209, -11.11832], [12.03490, 12.22033, -13.35125], [12.19572, 13.81407, -12.61597], [13.51807, 12.65660, -12.46372], [13.96114, 13.12370, -16.13157], [13.70270, 11.75295, -15.24719], [15.86664, 13.65810, -14.16644], [16.14119, 12.59935, -15.53516], [15.46890, 11.69411, -12.88075], [17.80271, 11.07251, -14.53307], [17.54525, 10.60865, -12.78500], [18.07537, 13.38436, -13.72662], [19.00168, 12.32289, -12.80386], [18.77906, 13.77311, -11.00410], [17.36559, 13.97013, -10.08380], [17.53376, 14.89324, -11.60241], [1.97980, 12.05932, -9.35425], [1.84006, 13.45013, -9.51427], [2.84160, 14.15853, -8.74642], [2.39663, 15.60223, -8.48783], [3.49769, 16.21983, -7.70702], [4.57532, 16.64735, -8.60934], [5.65064, 17.28750, -7.71944], [5.24581, 18.59443, -7.44892], [6.18445, 19.36174, -6.76419], [1.46301, 11.55298, -10.16951], [1.56293, 11.88378, -8.36252], [2.97947, 11.62569, -9.38137], [3.86793, 14.01252, -9.08318], [2.95711, 13.66630, -7.78078], [1.50234, 15.57056, -7.86547], [2.09927, 16.08126, -9.42068], [3.10803, 17.04267, -7.26977], [4.17293, 17.34353, -9.34522], [5.00895, 15.71351, -8.96710], [6.58759, 17.47089, -8.24537], [5.81667, 16.70516, -6.81312], [5.78132, 20.36361, -6.91192], [7.16643, 19.40893, -7.23493], [6.13287, 19.09489, -5.70862], [11.47297, 8.59539, -6.67949], [10.39618, 8.54567, -5.76958], [10.46628, 9.59013, -4.83574], [9.16893, 9.72620, -4.09510], [8.12250, 10.27737, -4.83876], [6.92190, 10.49399, -3.99670], [5.82092, 11.18717, -4.81140], [6.08296, 12.62326, -5.01553], [5.17140, 13.25530, -5.84783], [11.25799, 7.91194, -7.50094], [12.42100, 8.35357, -6.19902], [11.54894, 9.56127, -7.17891], [10.79515, 10.53208, -5.27469], [11.30151, 9.42249, -4.15575], [9.37601, 10.25339, -3.16383], [8.86221, 8.72005, -3.80930], [7.87100, 9.57508, -5.51967], [7.12693, 11.17598, -3.17149], [6.57487, 9.56600, -3.54227], [4.88736, 10.94098, -4.30550], [5.91082, 10.61197, -5.73290], [4.22503, 13.37311, -5.31999], [5.09226, 12.81993, -6.84396], [5.55751, 14.27023, -5.94236]],
  "energy_ha": -6024.7820,
  "multiplicity": 1,
  "e_homo_ev": -5.349,
  "e_lumo_ev": 0.087,
  "orbital_gap_ha": 0.1998
}

Look up the multiplicity of the first one.
1